Formula: C17H28AsBrN2O5PbSi2
Source: the OMol25 dataset
Level of theory: the ωB97M-V functional and the def2-TZVPD basis

Last column: Löwdin charge in e.
Element x y z (Å)
Pb  -1.033  0.348  -0.529  1.095
N  0.416  2.466  -0.007  -0.083
C  1.416  2.660  -1.036  -0.192
C  0.870  2.249  -2.428  -0.598
O  1.308  2.832  -3.426  -0.039
N  0.001  1.263  -2.375  -0.146
C  -0.598  0.799  -3.602  -0.184
C  -2.138  0.683  -3.500  -0.716
O  -2.812  0.881  -4.508  -0.032
O  -2.612  0.327  -2.378  -0.250
H  -0.298  3.183  -0.061  0.078
H  0.762  2.415  0.944  0.069
H  2.279  2.018  -0.825  0.098
H  1.775  3.700  -1.098  0.106
H  -0.246  -0.229  -3.805  0.092
H  -0.324  1.449  -4.437  0.110
C  1.576  -3.343  1.943  -0.231
Si  0.061  -3.356  0.753  0.188
C  -0.081  -5.236  0.314  -0.260
C  -1.467  -2.957  1.840  -0.241
As  0.014  -2.175  -1.268  0.578
Si  2.316  -1.994  -1.625  0.201
C  3.527  -1.069  -0.443  -0.214
C  3.113  -3.764  -1.694  -0.251
C  2.587  -1.282  -3.386  -0.237
H  1.431  -3.990  2.805  0.014
H  1.771  -2.342  2.313  0.016
H  2.469  -3.684  1.425  -0.008
H  -0.130  -5.895  1.177  0.006
H  0.781  -5.526  -0.280  -0.005
H  -0.965  -5.408  -0.295  0.004
H  -1.629  -3.670  2.645  0.013
H  -2.362  -2.940  1.222  0.014
H  -1.360  -1.971  2.284  0.011
H  3.467  -1.483  0.559  -0.002
H  3.270  -0.016  -0.376  -0.007
H  4.564  -1.138  -0.764  0.016
H  3.115  -4.223  -0.709  -0.012
H  4.140  -3.759  -2.053  0.007
H  2.530  -4.406  -2.349  0.007
H  2.233  -0.257  -3.432  0.001
H  1.993  -1.862  -4.089  0.014
H  3.616  -1.294  -3.735  0.013
Br  -2.064  3.909  5.785  0.752
C  -2.679  3.985  3.986  -0.597
C  -3.569  5.007  3.691  -0.167
C  -4.083  5.122  2.411  -0.113
C  -3.724  4.193  1.448  -0.091
C  -2.840  3.180  1.764  -0.041
C  -2.278  3.067  3.031  -0.142
C  -1.189  1.978  3.296  -0.697
O  -0.792  1.887  4.460  -0.122
O  -0.809  1.343  2.300  -0.157
H  -3.858  5.703  4.466  0.079
H  -4.774  5.923  2.177  0.091
H  -4.126  4.256  0.447  0.098
H  -2.563  2.443  1.023  0.063

Forces on atoms 1 to 3 (eV/Å):
Pb -0.8 0.2 -0.1
N 0.2 0.0 0.1
C 0.1 0.3 -0.4

Summary:
**ΔE to the lowest compared entry with this formula, charge and spin**: 101.1 kJ/mol
**Gap between HOMO and LUMO**: 6.15 eV
**Charge**: -2
**HOMO level**: -1.9 eV

***

Formula: C3H6ClNO
Source: the OMol25 dataset
Level of theory: the ωB97M-V functional and the def2-TZVPD basis

Last column: Löwdin charge in e.
Element x y z (Å)
C  2.709  0.087  -0.133  0.095
C  1.480  0.607  0.239  -0.112
C  0.196  -0.039  0.151  -0.015
N  -2.216  0.018  0.461  0.073
O  -0.969  0.608  0.345  -0.043
Cl  -3.592  -1.614  -1.490  -0.319
H  3.569  0.703  0.016  0.058
H  2.842  -0.945  -0.530  0.092
H  1.371  1.566  0.795  0.126
H  0.018  -0.990  -0.336  0.145
H  -2.778  0.745  0.755  0.071
H  -2.629  -0.744  -0.274  -0.171

Forces on atoms 1 to 3 (eV/Å):
C -2.6 -0.3 0.4
C 0.3 0.3 0.7
C -2.9 0.1 -1.4

Summary:
**ΔE to the lowest compared entry with this formula, charge and spin**: 525.7 kJ/mol
**Gap between HOMO and LUMO (alpha / beta)**: 6.09 / 5.62 eV
**HOMO level (alpha / beta)**: -8.4 / -8.3 eV

***

Formula: C13H52N26O13
Source: the OMol25 dataset
Level of theory: the ωB97M-V functional and the def2-TZVPD basis

Last column: Löwdin spin population.
Element x y z (Å)
C  3.699  3.718  0.770  0.002
O  2.945  3.178  0.021  0.019
N  4.857  4.212  0.277  0.004
N  3.697  3.780  2.074  0.000
H  5.681  4.474  0.799  0.000
H  4.935  3.744  -0.615  0.000
H  4.609  3.905  2.489  0.000
H  2.850  3.360  2.431  0.000
C  0.303  -4.201  -1.565  0.000
O  1.405  -4.045  -1.076  0.001
N  -0.681  -4.650  -0.941  0.000
N  -0.249  -3.554  -2.594  0.000
H  -1.627  -4.774  -1.274  0.000
H  -0.546  -5.080  -0.038  0.000
H  0.266  -2.772  -2.973  0.000
H  -1.141  -3.803  -2.998  0.000
C  2.047  0.131  3.188  0.000
O  1.592  -0.244  2.164  0.000
N  1.332  0.598  4.195  0.000
N  3.163  -0.352  3.652  0.000
H  1.803  0.701  5.082  0.000
H  0.487  1.075  3.915  0.000
H  3.304  -0.134  4.628  0.000
H  3.802  -0.727  2.965  0.000
C  -2.750  2.627  -4.380  0.000
O  -3.051  2.327  -3.260  -0.001
N  -1.625  2.183  -4.890  0.000
N  -3.456  3.473  -5.116  0.000
H  -1.115  1.510  -4.336  0.000
H  -1.245  2.438  -5.790  0.000
H  -2.998  3.957  -5.875  0.000
H  -4.341  3.894  -4.871  0.000
C  4.176  -3.089  0.885  0.000
O  4.796  -2.314  0.156  0.000
N  4.408  -4.348  1.068  0.000
N  3.116  -2.897  1.590  0.000
H  5.324  -4.770  1.024  0.000
H  3.689  -4.915  1.493  0.000
H  2.850  -3.536  2.326  0.000
H  2.589  -2.036  1.586  0.000
C  -0.722  4.363  -1.038  0.030
O  -1.198  5.170  -1.760  0.032
N  0.305  4.528  -0.271  0.074
N  -1.009  3.082  -1.140  0.272
H  0.733  5.431  -0.121  0.001
H  0.298  3.806  0.435  0.001
H  -0.579  2.293  -0.678  0.004
H  -1.695  2.899  -1.858  0.005
C  -0.546  2.691  2.302  0.001
O  0.655  3.021  2.441  0.001
N  -0.989  1.487  2.437  0.002
N  -1.432  3.630  2.212  0.000
H  -1.957  1.319  2.204  0.000
H  -0.216  0.840  2.379  0.000
H  -1.037  4.559  2.187  0.000
H  -2.263  3.429  1.674  0.000
C  3.479  4.393  -2.980  0.001
O  4.104  3.364  -2.774  0.002
N  2.240  4.578  -2.744  0.005
N  3.831  5.426  -3.649  0.002
H  1.898  5.527  -2.802  0.000
H  1.812  3.934  -2.094  0.000
H  3.147  6.154  -3.799  0.000
H  4.706  5.409  -4.154  0.000
C  0.196  0.091  -1.092  0.023
O  -0.157  0.263  -2.246  0.122
N  1.035  0.947  -0.406  0.276
N  -0.106  -0.966  -0.453  0.106
H  1.340  1.842  -0.762  0.002
H  1.502  0.596  0.418  0.005
H  -0.684  -1.668  -0.894  0.002
H  0.373  -1.185  0.409  0.001
C  -4.272  -3.808  0.342  0.000
O  -4.680  -4.037  1.457  0.000
N  -3.682  -2.666  0.095  0.000
N  -4.275  -4.612  -0.661  0.000
H  -3.649  -2.045  0.891  0.000
H  -3.458  -2.410  -0.856  0.000
H  -4.209  -4.168  -1.566  0.000
H  -4.582  -5.559  -0.490  0.000
C  -3.126  -1.335  -3.517  0.000
O  -3.239  -1.533  -2.367  0.002
N  -4.143  -1.573  -4.323  0.000
N  -2.145  -0.697  -4.087  0.001
H  -4.114  -1.198  -5.261  0.000
H  -4.973  -1.931  -3.874  0.000
H  -2.182  -0.520  -5.080  0.000
H  -1.397  -0.358  -3.499  0.000
C  -2.288  -1.751  3.283  0.000
O  -1.953  -1.844  2.138  0.001
N  -1.596  -1.192  4.247  0.000
N  -3.284  -2.405  3.783  0.000
H  -0.756  -0.727  3.934  0.000
H  -1.915  -1.148  5.205  0.000
H  -3.807  -2.965  3.125  0.000
H  -3.639  -2.323  4.725  0.000
C  0.668  -4.135  3.148  0.000
O  1.752  -4.734  3.364  0.000
N  -0.219  -4.121  4.065  0.000
N  0.187  -3.598  2.023  0.000
H  -0.052  -4.527  4.974  0.000
H  -1.167  -3.819  3.889  0.000
H  0.861  -3.552  1.272  0.000
H  -0.632  -3.008  2.048  0.000

Forces on atoms 1 to 3 (eV/Å):
C 3.9 0.6 -0.1
O -3.4 -1.2 -1.3
N 0.5 0.3 -2.1

Summary:
**ΔE to the lowest compared entry with this formula, charge and spin**: 205.6 kJ/mol
**Gap between HOMO and LUMO (alpha / beta)**: 8.60 / 2.53 eV
**Charge**: +1
**2S+1**: 2
**HOMO level (alpha / beta)**: -10.6 / -10.6 eV

***

Formula: C6H8OS
Source: the OMol25 dataset
Level of theory: the ωB97M-V functional and the def2-TZVPD basis

Last column: Löwdin charge in e.
Element x y z (Å)
O  -0.717  2.093  0.853  0.068
C  -0.567  1.441  -0.149  -0.243
C  -0.959  -0.063  -0.168  -0.434
C  -0.684  -0.513  1.197  -0.213
C  0.868  -0.616  1.321  -0.423
S  1.587  -0.403  -0.376  0.867
C  -0.025  -0.928  -1.052  -0.441
C  -1.364  -0.409  -1.524  -0.053
H  -0.167  1.803  -1.119  0.130
H  -0.987  -1.519  1.464  0.110
H  -0.970  0.145  2.052  0.125
H  1.377  0.185  1.920  0.077
H  1.172  -1.598  1.858  0.102
H  -0.078  -2.015  -0.783  0.111
H  -1.602  0.437  -2.193  0.121
H  -2.007  -1.213  -1.752  0.097

Forces on atoms 1 to 3 (eV/Å):
O 0.3 0.2 -1.0
C -0.1 -1.0 0.2
C 0.9 1.5 0.5

Summary:
**ΔE to the lowest compared entry with this formula, charge and spin**: 326.9 kJ/mol
**SMILES**: O=C[C@]12CCS[C@@H]1C2
**Gap between HOMO and LUMO**: 9.54 eV
**HOMO level**: -8.7 eV

***

Formula: C5H12N2O
Source: the OMol25 dataset
Level of theory: the ωB97M-V functional and the def2-TZVPD basis

Last column: Löwdin spin population.
Element x y z (Å)
C  1.213  -1.042  0.028  0.032
O  2.170  -0.912  0.974  0.024
C  0.381  0.283  -0.082  0.055
C  -0.790  0.340  -0.995  0.377
C  -2.078  -0.085  -0.677  0.061
C  -2.452  -0.269  0.661  0.388
N  -3.115  0.024  -1.616  -0.026
N  3.410  1.506  1.367  0.001
H  1.670  -1.156  -0.988  0.001
H  0.559  -1.928  0.150  0.002
H  1.127  0.987  -0.466  0.004
H  -0.602  0.581  -2.036  0.023
H  0.223  0.682  0.923  0.007
H  -3.420  -0.714  0.867  0.030
H  -1.710  -0.159  1.430  0.024
H  -4.021  -0.296  -1.342  0.000
H  -2.980  0.322  -2.559  -0.002
H  3.344  1.943  2.273  0.000
H  4.379  1.504  1.072  0.000
H  2.980  0.542  1.287  0.000

Forces on atoms 1 to 3 (eV/Å):
C 0.9 0.2 0.0
O -0.2 -0.3 0.1
C 0.4 0.9 -0.4

Summary:
**ΔE to the lowest compared entry with this formula, charge and spin**: 116.3 kJ/mol
**Gap between HOMO and LUMO (alpha / beta)**: 6.46 / 6.16 eV
**Charge**: -1
**2S+1**: 2
**HOMO level (alpha / beta)**: -2.8 / -2.8 eV